(1)
Formula: C17H41KN3O3
Source: the OMol25 dataset
Level of theory: ωB97M-V with the def2-TZVPD basis set

Each line ends with the natural charge from an NBO analysis.
Atoms and positions in Å:
K -0.92 3.30 -0.11  0.9715
C 1.14 -0.20 -2.21  -0.6208
C 2.27 0.11 -1.14  0.1378
C 1.95 -0.81 0.06  -0.4006
C 3.11 -1.08 1.02  -0.4108
C 4.29 -1.62 0.13  -0.3994
C 4.74 -0.70 -0.98  0.1157
N 3.55 -0.29 -1.77  -0.2087
O 3.93 0.52 -2.87  -0.5872
C 5.58 0.47 -0.44  -0.6348
C 5.66 -1.51 -1.89  -0.6130
C 2.24 1.60 -0.69  -0.6350
H 1.15 0.61 -2.95  0.2151
H 0.22 -0.27 -1.64  0.1938
H 1.28 -1.20 -2.63  0.2275
H 1.06 -0.47 0.59  0.2013
H 1.66 -1.79 -0.33  0.2046
H 2.80 -1.84 1.73  0.2156
H 3.39 -0.26 1.68  0.2031
H 3.89 -2.49 -0.39  0.2056
H 5.15 -1.93 0.73  0.2232
H 6.05 1.02 -1.26  0.2273
H 4.84 1.10 0.06  0.1910
H 6.26 0.21 0.36  0.2200
H 6.49 -0.95 -2.32  0.2205
H 6.16 -2.24 -1.24  0.2143
H 5.06 -2.09 -2.59  0.2137
H 1.22 1.92 -0.47  0.1476
H 2.59 2.23 -1.51  0.2326
H 2.97 1.79 0.10  0.2244
H 3.90 -0.09 -3.61  0.4748
C -4.05 1.08 -2.80  -0.6437
C -3.02 1.07 -1.65  -0.0768
C -2.62 -0.36 -1.28  -0.0617
O -1.86 -0.40 -0.08  -0.5863
C -1.46 -1.69 0.38  -0.2561
N -1.85 1.68 -2.19  -0.8831
H -4.41 2.11 -2.75  0.2187
H -4.94 0.50 -2.55  0.2278
H -3.73 0.76 -3.79  0.2276
H -3.32 1.70 -0.81  0.1873
H -2.11 -0.80 -2.13  0.1713
H -3.52 -0.95 -1.12  0.1892
H -0.65 -1.58 1.10  0.1958
H -0.99 -2.26 -0.42  0.1841
H -2.31 -2.19 0.84  0.1973
H -1.35 0.90 -2.59  0.3742
H -2.17 2.21 -2.98  0.3665
C -4.55 1.67 1.88  -0.6351
C -3.28 1.59 2.77  -0.0548
C -3.29 0.29 3.70  -0.0798
O -3.88 -0.93 3.16  -0.5567
C -3.76 -2.04 4.02  -0.2536
N -2.09 1.53 1.94  -0.9087
H -5.30 2.21 2.47  0.2247
H -4.90 0.66 1.72  0.2426
H -4.35 2.35 1.05  0.1972
H -3.20 2.46 3.43  0.1929
H -3.88 0.53 4.59  0.1764
H -2.29 0.07 4.07  0.1596
H -4.06 -1.95 5.06  0.1827
H -2.72 -2.34 4.11  0.1577
H -4.20 -2.87 3.48  0.2028
H -1.42 1.22 2.63  0.3542
H -2.15 0.74 1.31  0.3949

The energy comes out at -45224.3283 eV. The calculation puts the LUMO energy at -2.948 eV. The calculation puts the HOMO energy at -10.579 eV. Its charge is +1. The gap between HOMO and LUMO is 0.280 Eh.

---

(2)
Formula: C17H42BBeBr7Cl3N5O9PV
Source: the OMol25 dataset
Level of theory: ωB97M-V with the def2-TZVPD basis set

Each line ends with the Mulliken charge.
Atoms and positions in Å:
C 4.24 0.10 0.33  -1.3172
C 2.68 0.07 0.39  0.1981
B 2.03 -0.22 -1.00  -0.1261
O 2.57 0.30 -2.15  -0.6037
C 0.69 -1.16 -1.17  0.8349
Cl -0.33 -0.69 0.37  -0.5210
O -0.06 -0.61 -2.16  -0.3621
C -0.95 -1.48 -2.80  -0.8195
O -1.97 -0.83 -3.44  -0.6217
C -1.43 -2.69 -1.99  -0.6673
C -2.48 -2.49 -0.95  -0.0679
Cl -3.74 -3.80 -1.08  -0.0395
C -3.10 -1.16 -1.01  -0.3701
C -3.56 -0.80 0.39  -1.5071
N -0.31 -3.48 -1.37  1.3270
N -0.34 -4.81 -1.89  -0.8232
C 1.02 -2.70 -1.35  -0.3746
C 1.94 -2.86 -2.60  -0.7491
C 3.47 -2.91 -2.42  -1.3473
N 4.09 -4.23 -2.34  -0.5102
P 2.03 -3.37 0.16  0.1511
C 2.18 -5.21 0.03  -1.1113
O 1.15 -3.22 1.56  -0.5282
H 4.59 1.01 0.82  0.2203
H 4.68 -0.74 0.87  0.2773
H 4.59 0.04 -0.70  0.3242
H 2.41 -0.69 1.14  0.2767
H 2.33 1.02 0.79  0.3379
H 2.10 1.11 -2.39  0.3006
H -0.38 -1.93 -3.63  0.3829
H -1.90 0.23 -3.30  0.3928
H -1.87 -3.31 -2.77  0.5657
H -2.14 -2.60 0.08  0.5405
H -3.97 -1.15 -1.66  0.9437
H -2.40 -0.39 -1.31  0.1622
H -2.78 -0.16 0.79  0.9641
H -4.50 -0.18 0.34  0.2416
H -3.69 -1.65 1.06  0.5977
H -0.56 -3.57 -0.38  0.7311
H -0.96 -5.42 -1.39  0.2214
H 0.55 -5.22 -2.11  0.1961
H 1.66 -3.70 -3.23  0.6616
H 1.74 -1.99 -3.23  0.3919
H 3.88 -2.46 -3.33  0.3748
H 3.87 -2.29 -1.62  0.4587
H 3.52 -4.97 -2.73  0.2860
H 4.44 -4.45 -1.42  0.2946
H 2.30 -5.59 -0.98  0.2893
H 1.34 -5.72 0.51  0.4774
H 3.05 -5.48 0.63  0.3291
H 0.50 -3.93 1.57  0.2828
C 2.36 4.20 2.27  0.6689
O 2.50 3.01 2.36  -0.6007
N 2.93 4.95 1.34  -0.1354
N 1.49 4.90 3.25  -0.2763
H 2.81 5.95 1.27  0.1490
H 3.52 4.46 0.65  0.1393
H 1.08 4.32 3.97  0.3434
H 1.34 5.90 3.27  0.1994
Cl -0.04 4.58 1.86  -0.0633
Be -3.50 1.39 0.64  -0.6645
Br 2.04 5.09 6.34  -0.1214
C 1.74 6.93 6.89  -0.5986
C 0.29 7.30 6.78  -0.5664
Br -0.23 7.60 4.92  -0.1258
H 2.38 7.55 6.27  0.3907
H 2.07 6.98 7.92  0.3489
H 0.09 8.23 7.29  0.3503
H -0.38 6.53 7.16  0.3919
Br -1.86 1.49 0.76  0.7389
Br -3.40 1.16 -3.34  -0.6919
O -5.80 -6.83 -0.29  -0.8181
H -5.23 -6.27 -0.84  0.2082
C -3.07 7.07 1.30  0.0268
Br -3.49 5.45 0.37  0.0271
Br -2.40 8.43 0.11  0.0088
Br -4.55 7.71 2.35  -0.0102
H -2.27 6.84 1.99  -0.0655
O 7.36 3.05 -0.82  -0.9521
V 5.72 3.44 -0.98  1.3502
O 4.06 3.89 -0.92  -1.2217
C -7.00 -3.73 -3.46  -0.5741
O -5.83 -4.46 -3.12  -0.4333
H -7.82 -4.43 -3.55  0.2447
H -7.24 -3.01 -2.67  0.2185
H -6.86 -3.20 -4.40  0.2803
H -5.11 -3.83 -3.04  0.2673

The energy comes out at -608088.8277 eV. The calculation puts the LUMO energy at -4.424 eV. The calculation puts the HOMO energy at -5.488 eV. Its charge is 0. The gap between HOMO and LUMO is 0.039 Eh.

---

(3)
Formula: C17H42CaF9N8O15P2S3
Source: the OMol25 dataset
Level of theory: ωB97M-V with the def2-TZVPD basis set

Each line ends with the Mulliken charge.
Atoms and positions in Å:
Ca -0.57 -0.53 -0.49  2.5803
C -3.42 -1.57 3.41  0.3585
F -4.46 -0.86 2.80  -0.2070
F -2.77 -0.79 4.29  -0.1887
F -3.92 -2.66 4.06  -0.2054
S -2.27 -2.40 2.10  1.0170
O -3.11 -3.21 1.19  -0.6995
O -1.62 -1.31 1.36  -1.3297
O -1.33 -3.23 2.88  -0.6911
C -5.28 -0.32 -1.88  0.4247
F -6.14 -0.84 -2.83  -0.2255
F -5.56 1.01 -1.57  -0.1929
F -5.37 -1.11 -0.80  -0.1789
S -3.45 -0.38 -2.68  1.0387
O -2.55 -0.41 -1.52  -0.8128
O -3.35 -1.62 -3.38  -0.6689
O -3.29 0.78 -3.56  -0.6880
C 0.97 2.36 -4.04  0.3365
F 0.03 1.68 -4.71  -0.1983
F 1.93 2.69 -4.89  -0.2172
F 0.41 3.47 -3.48  -0.1871
S 1.73 1.27 -2.60  1.0667
O 2.15 -0.02 -3.18  -0.6541
O 2.87 2.07 -2.10  -0.6950
O 0.66 1.02 -1.61  -0.8009
C -2.50 -4.58 -1.59  -0.8202
N -1.15 -4.42 -0.92  0.6967
O -0.46 -5.45 -0.87  -0.5795
O -0.78 -3.28 -0.60  0.0976
H -2.18 -4.50 -2.62  0.3079
H -3.26 -3.88 -1.24  0.1603
H -2.86 -5.60 -1.44  0.3220
C -0.15 -1.56 -4.97  -0.7350
N -0.05 -2.22 -3.64  0.8073
O 0.13 -3.46 -3.57  -0.6004
O -0.26 -1.50 -2.72  -0.1041
H 0.31 -0.58 -4.80  0.0179
H -1.14 -1.32 -5.36  0.2667
H 0.55 -2.07 -5.63  0.3607
O 1.42 -1.35 0.08  0.8148
P 2.74 -1.71 0.67  -0.4779
N 4.05 -2.22 -0.34  0.3868
C 3.77 -2.80 -1.62  -0.8841
C 5.49 -2.33 0.07  -1.0413
N 2.68 -2.98 1.85  0.5548
C 3.74 -3.20 2.87  -1.1671
C 1.77 -4.20 1.72  -0.7038
N 3.48 -0.31 1.40  0.2466
C 4.24 0.68 0.72  -1.1341
C 2.91 0.13 2.61  -1.3576
H 3.01 -3.57 -1.49  0.3385
H 4.72 -3.24 -1.95  0.3699
H 3.36 -2.19 -2.42  0.0922
H 5.77 -1.49 0.70  0.3046
H 6.11 -2.29 -0.83  0.4431
H 5.72 -3.27 0.56  0.2493
H 4.29 -4.12 2.65  0.2985
H 4.48 -2.41 2.79  0.4021
H 3.35 -3.17 3.88  0.2887
H 1.16 -4.17 2.62  0.3758
H 1.09 -4.08 0.87  -0.1286
H 2.27 -5.16 1.61  0.2891
H 4.28 0.43 -0.34  0.4057
H 3.81 1.68 0.84  0.3254
H 5.29 0.67 1.01  0.2911
H 3.03 1.18 2.84  0.5487
H 3.28 -0.40 3.48  0.2241
H 1.83 -0.05 2.60  0.3696
O -0.93 1.50 0.52  0.4366
P -1.29 2.86 0.97  -0.8192
N 0.08 3.93 0.92  0.5878
C 1.47 3.38 0.92  -0.8824
C 0.04 5.41 0.93  -1.2612
N -1.87 3.12 2.60  0.6002
C -2.72 4.29 3.03  -1.1570
C -1.66 2.14 3.60  -0.9584
N -2.46 3.67 0.01  0.0849
C -2.03 4.00 -1.36  -0.9565
C -3.87 3.18 0.03  -0.8228
H 1.56 2.31 1.09  -0.2382
H 2.06 3.90 1.68  0.5289
H 1.92 3.53 -0.06  0.3891
H 0.26 5.69 1.96  0.2660
H -0.89 5.88 0.62  0.3932
H 0.91 5.74 0.36  0.4201
H -2.62 5.09 2.29  0.3134
H -3.76 4.00 3.02  0.3460
H -2.42 4.72 3.98  0.3421
H -2.47 1.43 3.43  0.4333
H -0.77 1.54 3.45  0.0657
H -1.80 2.53 4.61  0.3184
H -0.96 4.21 -1.35  0.3087
H -2.15 3.08 -1.94  0.1722
H -2.52 4.84 -1.85  0.4180
H -4.49 3.85 -0.56  0.4058
H -4.22 3.38 1.05  0.1775
H -4.01 2.12 -0.19  0.1839

The energy comes out at -154927.1038 eV. The calculation puts the LUMO energy at 2.388 eV. The calculation puts the HOMO energy at -6.163 eV. Its charge is -1. The gap between HOMO and LUMO is 0.314 Eh.

---

> Which value of gap between HOMO and LUMO does entry 3 give?

0.314 Eh

---

What did the first record say?
Formula: C17H41KN3O3
Source: the OMol25 dataset
Level of theory: ωB97M-V with the def2-TZVPD basis set

Each line ends with the natural charge from an NBO analysis.
Atoms and positions in Å:
K -0.92 3.30 -0.11  0.9715
C 1.14 -0.20 -2.21  -0.6208
C 2.27 0.11 -1.14  0.1378
C 1.95 -0.81 0.06  -0.4006
C 3.11 -1.08 1.02  -0.4108
C 4.29 -1.62 0.13  -0.3994
C 4.74 -0.70 -0.98  0.1157
N 3.55 -0.29 -1.77  -0.2087
O 3.93 0.52 -2.87  -0.5872
C 5.58 0.47 -0.44  -0.6348
C 5.66 -1.51 -1.89  -0.6130
C 2.24 1.60 -0.69  -0.6350
H 1.15 0.61 -2.95  0.2151
H 0.22 -0.27 -1.64  0.1938
H 1.28 -1.20 -2.63  0.2275
H 1.06 -0.47 0.59  0.2013
H 1.66 -1.79 -0.33  0.2046
H 2.80 -1.84 1.73  0.2156
H 3.39 -0.26 1.68  0.2031
H 3.89 -2.49 -0.39  0.2056
H 5.15 -1.93 0.73  0.2232
H 6.05 1.02 -1.26  0.2273
H 4.84 1.10 0.06  0.1910
H 6.26 0.21 0.36  0.2200
H 6.49 -0.95 -2.32  0.2205
H 6.16 -2.24 -1.24  0.2143
H 5.06 -2.09 -2.59  0.2137
H 1.22 1.92 -0.47  0.1476
H 2.59 2.23 -1.51  0.2326
H 2.97 1.79 0.10  0.2244
H 3.90 -0.09 -3.61  0.4748
C -4.05 1.08 -2.80  -0.6437
C -3.02 1.07 -1.65  -0.0768
C -2.62 -0.36 -1.28  -0.0617
O -1.86 -0.40 -0.08  -0.5863
C -1.46 -1.69 0.38  -0.2561
N -1.85 1.68 -2.19  -0.8831
H -4.41 2.11 -2.75  0.2187
H -4.94 0.50 -2.55  0.2278
H -3.73 0.76 -3.79  0.2276
H -3.32 1.70 -0.81  0.1873
H -2.11 -0.80 -2.13  0.1713
H -3.52 -0.95 -1.12  0.1892
H -0.65 -1.58 1.10  0.1958
H -0.99 -2.26 -0.42  0.1841
H -2.31 -2.19 0.84  0.1973
H -1.35 0.90 -2.59  0.3742
H -2.17 2.21 -2.98  0.3665
C -4.55 1.67 1.88  -0.6351
C -3.28 1.59 2.77  -0.0548
C -3.29 0.29 3.70  -0.0798
O -3.88 -0.93 3.16  -0.5567
C -3.76 -2.04 4.02  -0.2536
N -2.09 1.53 1.94  -0.9087
H -5.30 2.21 2.47  0.2247
H -4.90 0.66 1.72  0.2426
H -4.35 2.35 1.05  0.1972
H -3.20 2.46 3.43  0.1929
H -3.88 0.53 4.59  0.1764
H -2.29 0.07 4.07  0.1596
H -4.06 -1.95 5.06  0.1827
H -2.72 -2.34 4.11  0.1577
H -4.20 -2.87 3.48  0.2028
H -1.42 1.22 2.63  0.3542
H -2.15 0.74 1.31  0.3949

The energy comes out at -45224.3283 eV. The calculation puts the LUMO energy at -2.948 eV. The calculation puts the HOMO energy at -10.579 eV. Its charge is +1. The gap between HOMO and LUMO is 0.280 Eh.